## i
Molecular formula: C3H9N2O3
Method: DFT, the ωB97M-V functional and the def2-TZVPD basis

The geometry in XYZ format:
```
17
Properties=species:S:1:pos:R:3
C 0.3532 -0.6685 -1.8721
C -0.5222 -0.3759 -0.6043
N -1.1619 0.8917 -0.5829
O -1.4731 -1.3016 -0.1919
O 0.5006 -0.5596 0.4946
C 0.6286 0.2904 1.5411
N 1.5772 0.1039 2.4539
O 0.0257 1.4315 1.6829
H -0.1038 -0.2563 -2.7907
H 0.6846 -1.6263 -1.9413
H 1.2498 -0.0148 -1.9142
H -0.9672 1.4036 -1.4341
H -2.0837 0.7210 -0.3869
H -1.9849 -1.6618 -0.9502
H 1.6367 0.7492 3.3117
H 2.1213 -0.7734 2.4401
H -0.4809 1.6470 0.7444
```

The orbital gap is 12.42 eV. Its total charge is +1. For the HOMO energy, the calculation gives -15.35 eV.

natural (NBO) atomic charges, in units of e: -0.6693 0.6711 -0.8597 -0.7000 -0.4877 0.9332 -0.7584 -0.6368 0.2377 0.2507 0.2494 0.4138 0.4170 0.5069 0.4632 0.4408 0.5281

***

## ii
Molecular formula: C3H9N2O3
Method: DFT, the ωB97M-V functional and the def2-TZVPD basis

The geometry in XYZ format:
```
17
Properties=species:S:1:pos:R:3
N -1.6424 2.9841 -0.9258
C -1.1612 1.8263 -0.4187
O -1.5672 0.6806 -1.0179
O -0.4277 1.7534 0.5467
H -1.9467 2.9884 -1.8917
H -1.1807 3.8387 -0.6371
H -2.2682 0.8395 -1.6648
O 0.7901 -3.3966 0.7127
C 1.6729 -2.6774 0.3457
C 1.5211 -1.1731 0.4105
N 0.1708 -0.8458 0.9343
H 2.6300 -3.0579 -0.0418
H 2.2744 -0.7491 1.0748
H 1.6386 -0.7176 -0.5701
H 0.0118 0.1943 0.9591
H -0.5572 -1.2276 0.3277
H 0.0416 -1.2602 1.8563
```

The orbital gap is 11.50 eV. Its total charge is +1. For the HOMO energy, the calculation gives -14.56 eV.

natural (NBO) atomic charges, in units of e: -0.8140 0.9039 -0.7011 -0.6597 0.4030 0.4303 0.5074 -0.4860 0.4192 -0.3379 -0.6924 0.1578 0.2545 0.2510 0.4760 0.4460 0.4420

***

Winner for stability: ii

***

## i
Molecular formula: ClFN2O3
Method: DFT, the ωB97M-V functional and the def2-TZVPD basis

The geometry in XYZ format:
```
7
Properties=species:S:1:pos:R:3
O -0.9858 0.1935 1.1932
N -1.8008 -0.2555 0.4673
O -1.7902 -0.9024 -0.5355
Cl -0.0911 -1.6203 -1.4411
O 1.9701 -0.0107 0.5033
N 1.3304 0.8777 0.5644
F 1.3673 1.7178 -0.7516
```

The orbital gap (spin up / spin down) is 8.81 / 8.55 eV. For the HOMO energy (spin up / spin down), the calculation gives -11.33 / -11.11 eV.

natural (NBO) atomic charges, in units of e: -0.2450 0.5424 -0.1694 -0.1236 -0.1172 0.5305 -0.4176

***

## ii
Molecular formula: ClFN2O3
Method: DFT, the ωB97M-V functional and the def2-TZVPD basis

The geometry in XYZ format:
```
7
Properties=species:S:1:pos:R:3
O 0.3676 -1.5891 -0.3573
N 0.6132 -0.5215 0.0704
O 1.3356 -0.1240 0.9175
N -0.0757 0.6219 -0.5529
F -0.2943 1.6498 0.3410
O -1.3786 0.1043 -0.8692
Cl -2.2418 -0.1932 0.6469
```

The orbital gap is 10.27 eV. For the HOMO energy, the calculation gives -11.69 eV.

natural (NBO) atomic charges, in units of e: -0.2872 0.6054 -0.3123 0.2956 -0.1804 -0.3235 0.2023

***

Winner for stability: i